{"formula": "C11H16F3NO4ReSi", "method": "ωB97M-V/def2-TZVPD", "molar_mass_g_mol": 497.54, "orbital_gap_ev": [5.219, 5.787], "charge": 2, "spin_multiplicity": 2, "e_above_lowest_kj_mol": 23.1, "total_energy_ev": -39490.253, "species": ["Re", "O", "C", "C", "C", "C", "C", "C", "N", "H", "H", "H", "H", "H", "H", "H", "F", "C", "F", "F", "C", "O", "O", "C", "Si", "C", "C", "O", "H", "H", "H", "H", "H", "H", "H", "H", "H"], "xyz": [[-0.577, 0.565, 0.431], [0.127, -0.557, 2.196], [-0.801, -1.590, 2.557], [-1.319, -2.185, 1.275], [-1.874, -3.452, 1.204], [-2.287, -3.947, -0.025], [-2.100, -3.163, -1.157], [-1.561, -1.897, -1.015], [-1.198, -1.409, 0.177], [0.532, -0.179, 2.992], [-1.635, -1.170, 3.137], [-0.301, -2.350, 3.167], [-1.979, -4.047, 2.096], [-2.734, -4.927, -0.097], [-2.376, -3.526, -2.134], [-1.397, -1.259, -1.876], [-4.262, 2.455, 0.954], [-3.497, 1.714, 0.210], [-4.199, 0.805, -0.441], [-2.695, 0.915, 1.118], [-2.467, 2.514, -0.739], [-2.836, 3.486, -1.303], [-1.309, 1.947, -0.762], [3.409, 2.226, 0.838], [2.614, 1.382, -0.697], [2.337, 2.546, -2.219], [3.730, -0.077, -1.323], [1.244, 0.744, -0.178], [4.334, 2.718, 0.554], [3.640, 1.482, 1.596], [2.744, 2.971, 1.267], [3.213, 3.176, -2.331], [1.462, 3.164, -2.050], [2.193, 1.965, -3.125], [4.691, 0.326, -1.622], [3.266, -0.580, -2.164], [3.868, -0.782, -0.509]], "forces_ev_per_a": [[4.387, 0.613, -2.047], [-0.843, 1.028, -0.868], [-0.769, -0.856, 0.335], [0.062, -0.408, 0.375], [0.153, 0.395, 0.069], [0.076, 0.296, -0.055], [0.077, 0.256, 0.156], [-0.209, -0.388, -0.955], [0.273, 0.902, 0.504], [0.122, 0.256, -0.138], [0.231, -0.002, -0.032], [0.010, 0.165, -0.155], [0.049, -0.056, 0.170], [0.008, -0.084, -0.018], [-0.005, 0.058, -0.117], [-0.048, 0.011, 0.090], [0.509, -0.287, -0.335], [-0.560, 0.532, -0.821], [0.243, 0.406, 0.054], [0.999, -0.427, 0.315], [-3.290, 0.952, 0.510], [0.351, -0.526, 0.175], [2.585, -2.129, 1.455], [-0.786, -0.509, -0.921], [5.292, 1.510, -1.954], [-0.481, -0.802, 1.261], [-1.207, 0.958, 0.822], [-7.801, -2.035, 2.327], [0.134, 0.066, -0.084], [0.054, -0.109, 0.085], [-0.051, 0.168, 0.073], [0.168, 0.096, 0.061], [-0.079, 0.295, -0.119], [0.009, -0.111, -0.045], [0.168, 0.070, -0.056], [-0.016, -0.085, -0.174], [0.188, -0.222, 0.054]]}